DFT (wB97M-V/def2-TZVPD) results for 2 unconnected molecules or ions with the total composition C3H6N2O.

**HOMO-LUMO gap**: 10.2 eV
**LUMO energy**: 1.1 eV
**Energy above the lowest of the compared OMol25 structures with the same formula, charge and spin**: 30.4 kcal per mole
**DFT total energy**: -8235.380 eV
**HOMO level**: -9.073 eV

Last column: Löwdin charge in e.
CARTESIAN COORDINATES (ANGSTROEM)
C: 1.06186 -0.57358 1.26863  -0.15
N: 0.33826 -0.35229 0.03889  -0.07
C: -0.92349 -0.48676 0.04391  -0.32
N: -1.68536 -0.31637 -1.08979  0.07
C: 0.85299 1.72112 -1.72642  -0.01
O: 1.83932 2.08005 -1.28953  0.02
H: 1.72046 0.28297 1.46006  0.07
H: 1.70202 -1.45927 1.17635  0.07
H: 0.41281 -0.71014 2.14935  0.07
H: -1.49856 -0.78948 0.93231  0.12
H: -2.65203 -0.06487 -0.94755  0.08
H: -1.21806 0.20880 -1.81940  0.05

DFT (wB97M-V/def2-TZVPD) results for a molecular structure, C28H29BInN4O14.

**HOMO-LUMO gap**: 5.7 eV
**LUMO energy**: 0.4 eV
**Charge**: -1
**DFT total energy**: -69970.790 eV
**HOMO level**: -5.288 eV

Last column: Löwdin charge in e.
CARTESIAN COORDINATES (ANGSTROEM)
C: 8.26412 0.46242 -1.95955  -0.04
C: 8.03462 1.79833 -1.03466  -0.28
O: 8.35299 1.70750 0.28690  -0.06
O: 7.46879 3.08358 -1.47203  -0.08
C: 7.86884 3.43763 -2.84245  -0.33
O: 8.91648 4.21500 -3.13816  -0.04
C: 6.91278 2.87462 -4.09387  -0.22
In: 5.07418 1.91503 -3.17839  0.58
O: 3.24254 2.74050 -3.84556  -0.28
B: 2.23754 2.21035 -2.85752  -0.74
O: 1.90419 0.76537 -2.96743  0.00
O: 1.65745 3.14366 -1.85800  0.01
H: 7.24816 -0.02089 -2.35886  0.05
H: 8.72406 -0.37233 -1.24064  0.10
H: 9.04927 0.59327 -2.82621  0.10
H: 7.56694 2.06274 -4.63593  0.05
H: 6.67810 3.75334 -4.85660  0.06
H: 5.20192 0.12090 -3.51120  -0.08
H: 5.04912 2.08069 -1.35791  -0.03
H: 2.19185 0.34348 -2.08392  0.11
H: 2.19812 3.99594 -1.96958  0.12
C: -3.25713 3.58371 1.49658  -0.07
C: -2.12876 3.85719 0.72189  -0.05
C: -1.08746 2.92984 0.65034  0.03
C: -1.18911 1.72432 1.35825  -0.13
C: -2.31732 1.45054 2.14287  -0.01
C: -3.35103 2.38689 2.20891  -0.08
N: -0.10920 0.73441 1.26679  -0.30
O: 0.88080 1.02175 0.57756  0.10
O: -0.25092 -0.33313 1.88024  0.03
H: -4.06899 4.30742 1.54478  0.10
H: -2.06225 4.79282 0.17078  0.07
H: -0.21485 3.15786 0.04214  0.11
H: -2.40707 0.52113 2.70133  0.11
H: -4.23234 2.18234 2.81281  0.10
C: -5.23058 9.21512 -2.79853  -0.08
C: -4.82966 8.14720 -3.60286  -0.07
C: -3.80287 7.30033 -3.18107  0.00
C: -3.18476 7.53048 -1.94425  -0.14
C: -3.58003 8.60640 -1.13826  0.00
C: -4.60614 9.44821 -1.57201  -0.07
N: -2.12214 6.62868 -1.48373  -0.32
O: -1.78781 5.69957 -2.23385  0.08
O: -1.62328 6.84531 -0.37007  0.05
H: -6.03549 9.86938 -3.12910  0.11
H: -5.32015 7.97290 -4.55816  0.11
H: -3.50207 6.47245 -3.81942  0.12
H: -3.10557 8.79954 -0.17840  0.12
H: -4.92224 10.28434 -0.95216  0.11
C: 1.16621 -2.77004 3.34180  -0.06
C: 1.99603 -3.52224 4.17471  -0.06
C: 1.63148 -4.81993 4.53871  -0.01
C: 0.43042 -5.35855 4.05693  -0.15
C: -0.40825 -4.60284 3.22687  0.00
C: -0.03441 -3.30517 2.87198  -0.05
N: 0.05397 -6.73126 4.41531  -0.32
O: 0.81314 -7.36073 5.16706  0.06
O: -0.99870 -7.18346 3.94260  0.04
H: 1.45743 -1.76068 3.05616  0.10
H: 2.92947 -3.09771 4.53804  0.11
H: 2.28912 -5.39322 5.18847  0.12
H: -1.34555 -5.00666 2.84983  0.11
H: -0.67718 -2.71159 2.22563  0.10
C: -3.29073 -10.47426 1.41863  -0.07
C: -4.47051 -10.33044 0.68679  -0.08
C: -4.87740 -9.06606 0.25648  -0.01
C: -4.08920 -7.94799 0.56212  -0.14
C: -2.90834 -8.08851 1.30327  0.01
C: -2.51316 -9.35772 1.73060  -0.06
N: -4.49831 -6.61948 0.09078  -0.33
O: -5.55910 -6.53388 -0.54570  0.06
O: -3.75792 -5.66063 0.35245  0.06
H: -2.97465 -11.46288 1.74715  0.11
H: -5.07194 -11.20522 0.44887  0.10
H: -5.79933 -8.97072 -0.31300  0.12
H: -2.28969 -7.22870 1.55177  0.10
H: -1.59653 -9.47759 2.30388  0.11

DFT (wB97M-V/def2-TZVPD) results for a molecular structure, C23H36I2N3S4SiV.

**HOMO-LUMO gap (alpha / beta)**: 7.2 / 6.6 eV
**LUMO energy (alpha / beta)**: -2.7 / -2.8 eV
**Charge**: +1
**Multiplicity**: 4
**Energy above the lowest of the compared OMol25 structures with the same formula, charge and spin**: 26.9 kcal per mole
**DFT total energy**: -122007.912 eV
**HOMO level (alpha / beta)**: -9.876 / -9.367 eV
**⟨S²⟩**: 3.780

Last column: Mulliken spin population.
CARTESIAN COORDINATES (ANGSTROEM)
V: 1.20096 0.41467 -0.62948  3.01
C: 3.46027 2.96051 -0.10951  0.02
C: 2.83219 2.75791 1.25818  0.00
S: 1.14092 2.09728 1.06038  0.01
C: 0.66040 1.89090 2.80907  0.02
C: 1.45459 0.89358 3.63356  0.00
S: 1.24653 -0.80579 3.00964  0.01
C: 2.94875 -1.44870 3.15443  0.00
C: 3.34258 -2.27476 1.93819  0.01
S: 3.24689 -1.41084 0.34547  -0.01
C: 4.66765 -0.28049 0.46865  0.00
C: 4.76656 0.52868 -0.81044  0.00
S: 3.29538 1.52595 -1.22304  0.00
H: 4.51838 3.20276 -0.02052  0.00
H: 2.96172 3.76965 -0.64376  0.00
H: 2.74578 3.71308 1.77775  0.00
H: 3.42158 2.07673 1.87060  0.00
H: -0.39035 1.60143 2.76344  0.00
H: 0.72686 2.88363 3.25458  0.00
H: 1.10695 0.92665 4.66568  0.00
H: 2.51662 1.13308 3.62258  0.00
H: 3.00562 -2.06912 4.04829  0.00
H: 3.61670 -0.59805 3.28321  0.00
H: 2.67932 -3.13305 1.82462  0.00
H: 4.36463 -2.63646 2.05235  0.00
H: 5.56893 -0.88265 0.59403  0.00
H: 4.54863 0.35897 1.34282  0.00
H: 4.88575 -0.13696 -1.66661  0.00
H: 5.61967 1.20538 -0.78177  0.00
I: 2.97960 -4.08277 -2.51394  0.00
C: 2.29555 -2.69289 -3.96865  0.01
I: 1.39408 -0.87939 -3.15255  0.01
H: 1.52623 -3.16717 -4.56399  0.00
H: 3.13401 -2.38062 -4.57737  0.00
C: -1.09963 -2.87580 0.51427  -0.03
C: -0.15608 -2.02416 -0.02757  0.06
N: -0.28199 -0.69002 -0.00669  -0.16
C: -1.40179 -0.19166 0.54372  0.12
C: -2.42307 -0.96285 1.06822  -0.01
C: -2.24548 -2.34757 1.07836  0.03
C: -3.60382 -0.30051 1.65776  0.00
C: -4.90604 -0.52961 1.44139  0.00
C: -5.57411 -1.35223 0.41499  0.00
C: -6.95673 -1.51450 0.47353  0.00
C: -7.55652 -2.24278 -0.54129  0.00
N: -6.86185 -2.77198 -1.54105  0.00
C: -5.55333 -2.55548 -1.51499  0.00
N: -4.87902 -1.87367 -0.60230  0.00
H: -0.93762 -3.94443 0.48651  0.00
H: 0.74188 -2.43077 -0.47677  0.02
H: -1.49393 0.88947 0.53268  -0.02
H: -2.98297 -2.98523 1.54113  0.00
H: -3.35978 0.48134 2.37021  0.00
H: -5.60520 0.02182 2.05937  0.00
H: -7.53557 -1.08925 1.28154  0.00
H: -8.62814 -2.40561 -0.56325  0.00
H: -4.97287 -2.97971 -2.32831  0.00
C: -1.69562 0.98950 -2.82846  0.00
Si: -0.23542 1.92676 -2.02275  -0.15
C: -1.06498 3.35933 -1.05945  0.01
C: 0.73100 2.83741 -3.39895  0.01
H: -2.43384 1.69482 -3.22031  0.00
H: -2.20794 0.34136 -2.11302  0.01
H: -1.35988 0.36816 -3.66059  0.00
H: -1.81754 3.82967 -1.69863  0.00
H: -0.34158 4.12940 -0.78456  0.00
H: -1.56732 3.03696 -0.14330  0.00
H: 0.07676 3.54342 -3.91902  0.00
H: 1.13510 2.14444 -4.13942  0.00
H: 1.56489 3.41284 -2.98888  0.00